No. 1
Molecular formula: C2H4ClP
Method: DFT, ωB97M-V with the def2-TZVPD basis set

Structure (ORCA input):
```
! wB97M-V def2-TZVPD RIJCOSX def2/J DEFGRID3
* xyz 0 1
C -0.66219 -0.21809 0.55308
P 0.42558 1.26670 0.41853
C 1.26762 0.29004 -0.91035
Cl 0.80805 -0.03047 -2.46279
H -1.28217 -0.64633 -0.22949
H -0.40849 -0.70012 1.45480
H -0.14182 2.23869 -0.58321
H 1.74623 -0.49014 -0.47368
*
```

Output
- SMILES = C=[PH]=CCl
- E_LUMO (alpha / beta) (Ha) = -0.016 / -0.008
- relative energy (zero: lowest compared OMol25 entry of this formula, charge and spin) (kJ/mol) = 343.3

No. 2
Molecular formula: C13H21F12O6PS
Method: DFT, ωB97M-V with the def2-TZVPD basis set

Structure (ORCA input):
```
! wB97M-V def2-TZVPD RIJCOSX def2/J DEFGRID3
* xyz 0 1
F -4.74354 4.93193 4.70942
C -4.50708 3.61056 4.83354
F -4.07438 3.39263 6.08859
F -3.48263 3.33099 4.00301
P -6.10225 2.67952 4.52439
C -5.92343 2.33901 2.70843
C -5.99657 0.83883 2.37507
C -5.28174 0.44161 1.09116
F -5.64435 -0.84536 0.78769
F -5.72217 1.20979 0.06286
C -3.68997 0.41624 1.22000
F -3.39249 0.65935 2.50917
F -3.25655 -0.80839 0.92992
S -2.66760 1.62933 0.14640
F -3.46724 1.12749 -1.13040
F -1.55116 0.53112 -0.12529
F -1.82901 2.13758 1.39606
F -3.73715 2.77784 0.41619
F -1.87297 2.63584 -0.77661
H -5.69680 1.43421 5.04193
H -6.74350 2.85749 2.20938
H -4.98211 2.78302 2.39395
H -7.04015 0.56960 2.17509
H -5.66339 0.19898 3.19201
C 1.64525 0.35960 -0.17173
C 2.82725 -0.29481 0.50810
O 4.03592 -0.17591 -0.26411
C 4.61869 1.01871 -0.25538
O 4.25682 1.98966 0.35497
O 5.69970 0.95272 -1.03898
C 6.41172 2.18697 -1.16512
H 1.51071 -0.05108 -1.17372
H 0.74430 0.17718 0.40635
H 1.78906 1.43595 -0.25854
H 2.66723 -1.36767 0.59592
H 2.99577 0.10930 1.50633
H 6.68606 2.57640 -0.18736
H 5.80734 2.91974 -1.69722
H 7.30547 1.95869 -1.73811
C 5.14933 -2.60189 -2.25251
C 4.14543 -2.09090 -3.25892
O 3.54014 -3.15240 -4.01979
C 2.60535 -3.84666 -3.37934
O 2.19789 -3.63974 -2.26470
O 2.17669 -4.81519 -4.19133
C 1.19414 -5.67718 -3.61275
H 5.91700 -3.20445 -2.74103
H 5.62342 -1.75818 -1.75324
H 4.66755 -3.21996 -1.49610
H 4.63529 -1.46430 -4.00171
H 3.36490 -1.50080 -2.77904
H 0.34702 -5.10455 -3.24145
H 1.62997 -6.25789 -2.80130
H 0.87284 -6.34056 -4.41015
*
```

Output
- SMILES = FC(F)(F)PCCC(F)(F)C(F)(F)S(F)(F)(F)(F)F.CCOC(=O)OC.CCOC(=O)OC
- E_LUMO (Ha) = 0.013

No. 3
Molecular formula: C7H21BF2N5V
Method: DFT, ωB97M-V with the def2-TZVPD basis set

Structure (ORCA input):
```
! wB97M-V def2-TZVPD RIJCOSX def2/J DEFGRID3
* xyz 2 3
V 1.26770 -0.18985 0.39052
N 3.29277 -0.61659 -0.28163
C 4.00675 -1.34172 0.81762
C 3.44050 -0.93208 2.16565
N 1.96518 -1.17298 2.16161
H 3.40659 -1.13769 -1.14905
H 3.75169 0.27937 -0.45131
H 5.07790 -1.15177 0.78438
H 3.85877 -2.41129 0.66549
H 3.61494 0.12546 2.36749
H 3.92749 -1.50361 2.95483
H 1.55419 -0.78562 3.00949
H 1.80076 -2.17790 2.21042
C -2.13625 1.17348 -2.72161
N -1.33064 0.92225 -1.51982
C 0.01093 1.45408 -1.50122
C -1.67370 0.03358 -0.57175
N -0.67067 -0.51367 0.14567
N -2.94833 -0.30181 -0.36623
C -3.29775 -1.52186 0.36039
C -4.05929 0.63795 -0.56864
H -1.48506 1.11708 -3.59265
H -2.60572 2.15568 -2.70031
H -2.89614 0.40720 -2.83033
H 0.16429 2.10739 -2.35486
H 0.77674 0.65026 -1.60813
H 0.19369 2.04340 -0.60302
H -1.00865 -1.19307 0.81887
H -3.31849 -1.36251 1.44133
H -2.61611 -2.33217 0.10708
H -4.29287 -1.82473 0.04423
H -3.68567 1.64183 -0.74147
H -4.65398 0.65409 0.34387
H -4.69974 0.33132 -1.39409
F 2.40010 2.66861 0.51981
B 1.65354 1.83986 1.23496
F 1.21456 2.22805 2.41241
*
```

Output
- expectation value of S² = 2.048
- E_LUMO (alpha / beta) (Ha) = -0.283 / -0.256
- relative energy (zero: lowest compared OMol25 entry of this formula, charge and spin) (kJ/mol) = 0.0

No. 4
Molecular formula: C3H7N
Method: DFT, ωB97M-V with the def2-TZVPD basis set

Structure (ORCA input):
```
! wB97M-V def2-TZVPD RIJCOSX def2/J DEFGRID3
* xyz 0 1
C -1.81848 0.23227 -0.17196
C -0.68746 -0.47010 0.08404
C 0.54674 0.20240 0.48537
N 1.67771 -0.11218 -0.34394
H -1.60865 1.44211 -0.37991
H -2.72719 -0.31075 -0.48453
H -0.62385 -1.60994 0.25853
H 0.69150 -0.29980 1.54796
H 0.50000 1.32132 0.60183
H 1.34747 -0.14473 -1.35898
H 2.43199 0.59966 -0.16199
*
```

Output
- SMILES = C=CCN
- E_LUMO (Ha) = 0.042
- relative energy (zero: lowest compared OMol25 entry of this formula, charge and spin) (kJ/mol) = 142.6

No. 5
Molecular formula: C44H42BrCaF4N7PS
Method: DFT, ωB97M-V with the def2-TZVPD basis set

Structure (ORCA input):
```
! wB97M-V def2-TZVPD RIJCOSX def2/J DEFGRID3
* xyz 1 1
Ca -0.40470 0.76488 0.57550
C -2.92444 3.00342 -0.38696
C -1.68400 3.27668 -1.26495
N -0.46438 3.33323 -0.44800
C -0.43772 4.50525 0.43795
C 0.25165 4.27166 1.78485
S -0.03094 2.68705 2.60365
C -1.75714 2.68053 3.15702
C -2.81369 2.96681 2.09449
N -2.60131 2.24857 0.83027
H -3.65489 2.45313 -0.98120
H -3.40197 3.94725 -0.11513
H -1.84563 4.20136 -1.83011
H -1.55472 2.47186 -1.98875
H 0.33076 3.35789 -1.07559
H 0.04868 5.35533 -0.05099
H -1.46594 4.81408 0.61263
H 0.01110 5.08247 2.47334
H 1.33774 4.27705 1.66239
H -1.87152 3.37559 3.98970
H -1.87120 1.66895 3.55681
H -2.82173 4.03665 1.88744
H -3.79277 2.73017 2.52129
H -3.15324 1.39909 0.84984
C 0.00945 -3.57499 6.60276
C -0.38027 -2.85543 5.33851
C -1.53478 -3.17066 4.62897
C -1.85847 -2.50761 3.46309
C -1.09498 -1.45378 2.93223
N -1.48944 -0.78134 1.76974
C -2.86097 -0.76416 1.50957
C -3.83199 -0.54508 2.50779
C -5.17998 -0.43661 2.23182
C -5.67231 -0.51885 0.92834
C -7.13991 -0.38668 0.61480
C -4.73740 -0.70967 -0.07221
C -3.37631 -0.83780 0.20239
N -2.52560 -1.02455 -0.94410
C -2.72786 -1.90356 -1.94113
C -1.84941 -1.60483 -2.95552
C -1.13692 -0.50213 -2.48165
N -1.54306 -0.14214 -1.26460
C 0.10027 -1.19092 3.62703
C 0.43311 -1.88025 4.79012
N 1.11319 -0.27995 3.13742
C 2.07106 0.31540 3.87824
C 3.04647 0.77407 3.03064
C 2.59761 0.40010 1.75931
N 1.42768 -0.22956 1.81631
H -0.78092 -4.25132 6.92534
H 0.19851 -2.87291 7.41588
H 0.91602 -4.16680 6.46336
H -2.17986 -3.96754 4.98052
H -2.75314 -2.80002 2.92901
H -3.49543 -0.46315 3.53380
H -5.87179 -0.26777 3.04958
H -7.72529 -0.27908 1.52661
H -7.51092 -1.26434 0.08404
H -7.33863 0.48344 -0.01326
H -5.05686 -0.74741 -1.10852
H -3.47345 -2.67526 -1.84831
H -1.72844 -2.11708 -3.89322
H -0.34113 0.04005 -2.96489
H 1.38789 -1.68052 5.26047
H 1.98475 0.38952 4.94783
H 3.94513 1.30366 3.29304
H 3.07066 0.54796 0.80186
F 7.82222 2.36413 -2.32319
C 6.63073 1.78852 -2.38811
C 6.45400 0.63533 -3.12521
F 7.48070 0.10120 -3.77448
C 5.20098 0.04894 -3.18417
F 5.10375 -1.03591 -3.95410
C 4.09946 0.55030 -2.50618
P 2.44202 -0.26084 -2.48095
C 2.66459 -1.97802 -1.89825
C 3.34525 -3.01321 -2.54812
C 3.38011 -4.28298 -1.99443
C 2.73493 -4.54635 -0.79040
C 2.04005 -3.53703 -0.14705
C 1.99916 -2.26693 -0.70704
C 2.08232 -0.38953 -4.26671
C 1.51584 -1.53163 -4.82291
C 1.14071 -1.54688 -6.16131
C 1.32975 -0.42617 -6.95510
C 1.89179 0.71989 -6.40539
C 2.26068 0.73895 -5.06936
C 4.30337 1.74684 -1.80911
Br 2.88404 2.72102 -1.00645
C 5.54527 2.35142 -1.73885
F 5.73687 3.49290 -1.08032
H 3.83219 -2.84231 -3.49431
H 3.91284 -5.07304 -2.50729
H 2.76863 -5.54028 -0.36349
H 1.52264 -3.73038 0.78381
H 1.44828 -1.48951 -0.19310
H 1.37659 -2.41968 -4.21750
H 0.71429 -2.44625 -6.58673
H 1.04981 -0.44657 -7.99991
H 2.04854 1.59663 -7.02003
H 2.70329 1.63805 -4.65279
*
```

Output
- E_LUMO (Ha) = -0.073
- relative energy (zero: lowest compared OMol25 entry of this formula, charge and spin) (kJ/mol) = 28.5

No. 6
Molecular formula: C5H5N3
Method: DFT, ωB97M-V with the def2-TZVPD basis set

Structure (ORCA input):
```
! wB97M-V def2-TZVPD RIJCOSX def2/J DEFGRID3
* xyz 0 1
H -0.08879 3.14747 -0.03890
N -0.27336 2.48956 -0.74019
C 0.11278 1.31954 -0.25191
C 0.17130 0.31398 -1.26620
C -0.05370 -1.04837 -1.21638
N -0.12739 -1.84195 -0.20480
C -0.08054 -1.58085 0.99718
C 0.03485 -0.16755 1.55614
N 0.04450 0.97186 1.12273
H 0.23670 0.56070 -2.31537
H 0.00603 -1.53370 -2.20582
H -0.14892 -2.29704 1.86895
H 0.16654 -0.33365 2.69456
*
```

Output
- SMILES = [H]/N=c1/ccnccn1
- E_LUMO (Ha) = -0.037
- relative energy (zero: lowest compared OMol25 entry of this formula, charge and spin) (kJ/mol) = 258.9

No. 7
Molecular formula: C26H15I3NO3SW
Method: DFT, ωB97M-V with the def2-TZVPD basis set

Structure (ORCA input):
```
! wB97M-V def2-TZVPD RIJCOSX def2/J DEFGRID3
* xyz 1 3
W -0.68397 -0.22705 -0.62940
I -1.77635 -0.53791 3.59001
C -2.05192 -2.34481 2.62030
C -2.50532 -3.45456 3.36972
C -2.74917 -4.65317 2.76879
I -3.39858 -6.23310 3.96263
C -2.56960 -4.80753 1.36462
C -2.83408 -5.99738 0.65101
C -2.65357 -6.02758 -0.70012
C -2.20487 -4.86401 -1.35046
N -1.93553 -3.73992 -0.73327
C -2.10938 -3.70430 0.61228
C -1.83374 -2.47944 1.28691
O -1.38703 -1.44604 0.52419
H -2.65683 -3.33601 4.43300
H -3.18326 -6.87075 1.18449
H -2.85239 -6.92077 -1.27449
H -2.06944 -4.87516 -2.42711
I -0.11788 -1.96784 -2.73528
C 1.71043 -1.03804 -3.14513
C 2.44487 -1.41191 -4.22785
C 3.71066 -0.82122 -4.42391
C 4.17957 0.08990 -3.52250
C 3.41129 0.47139 -2.39413
C 3.91110 1.41028 -1.45983
C 3.16356 1.78484 -0.38060
C 1.87257 1.25198 -0.21020
C 1.32421 0.31924 -1.07153
C 2.12617 -0.09020 -2.18614
H 2.07832 -2.15031 -4.92795
H 4.30043 -1.10441 -5.28411
H 5.15427 0.54140 -3.65647
H 4.89855 1.82440 -1.62106
H 3.54523 2.49875 0.33634
H 1.29753 1.60412 0.63738
O 0.54901 7.37498 2.30881
C 0.23903 6.18083 2.84555
O 0.38391 5.98263 4.01567
C -0.26580 5.11123 1.91363
C -0.22312 3.80324 2.38458
C -0.67531 2.75975 1.59749
C -1.17796 3.02210 0.32864
S -1.79045 1.73855 -0.74499
C -1.25201 4.32720 -0.14134
C -0.79126 5.36631 0.65291
H 0.48858 7.35979 1.34748
H 0.16198 3.62572 3.37981
H -0.65063 1.74490 1.97585
H -1.66803 4.53246 -1.11864
H -0.88381 6.37741 0.27438
*
```

Output
- expectation value of S² = 2.015
- E_LUMO (alpha / beta) (Ha) = -0.166 / -0.162
- relative energy (zero: lowest compared OMol25 entry of this formula, charge and spin) (kJ/mol) = 208.2